1.
{"formula": "C27H59AsF3GeMoN4O3PSSe", "method": "the ωB97M-V functional and the def2-TZVPD basis", "elements": ["Mo", "N", "P", "N", "C", "C", "C", "C", "C", "N", "C", "C", "C", "C", "C", "N", "C", "C", "C", "C", "C", "H", "H", "H", "H", "H", "H", "H", "H", "H", "H", "H", "H", "H", "H", "H", "H", "H", "H", "H", "H", "H", "H", "H", "H", "H", "H", "H", "H", "H", "H", "C", "C", "As", "C", "C", "C", "C", "H", "H", "H", "H", "H", "H", "H", "H", "H", "H", "H", "H", "H", "H", "H", "F", "C", "F", "F", "S", "O", "O", "O", "C", "Ge", "C", "C", "C", "Se", "C", "H", "H", "H", "H", "H", "H", "H", "H", "H", "H", "H", "H", "H", "H"], "coordinates": [[-1.62514, 0.00388, -0.77309], [0.06493, -0.25448, -0.40247], [1.62385, -0.75214, -0.02620], [2.06470, 0.19786, 1.21129], [3.47949, 0.22348, 1.68757], [3.88975, 1.64313, 2.04680], [3.03210, 2.19237, 3.20004], [1.61280, 1.60190, 3.16512], [1.20123, 1.28561, 1.73853], [2.69425, -0.54311, -1.21459], [3.18451, 0.82961, -1.51783], [3.53554, 0.93974, -2.99254], [4.69025, -0.00925, -3.33283], [4.53110, -1.36304, -2.60609], [3.08883, -1.59580, -2.18309], [1.51964, -2.33689, 0.27100], [0.36350, -3.20559, -0.03867], [0.84130, -4.51896, -0.63999], [1.80342, -5.21662, 0.32030], [2.97507, -4.29704, 0.65784], [2.48020, -2.96729, 1.20930], [4.12266, -0.17906, 0.90613], [3.58020, -0.41973, 2.56549], [3.79668, 2.27856, 1.16193], [4.94409, 1.64092, 2.32402], [2.98606, 3.28007, 3.12904], [3.49936, 1.95942, 4.15659], [0.89426, 2.29517, 3.60329], [1.56855, 0.67837, 3.75094], [1.30405, 2.18485, 1.11730], [0.16430, 0.97359, 1.69523], [4.07857, 1.03816, -0.92422], [2.42950, 1.56097, -1.23487], [3.80011, 1.97094, -3.22735], [2.65461, 0.69166, -3.58979], [5.63294, 0.45395, -3.03753], [4.73681, -0.15582, -4.41106], [5.16040, -1.39319, -1.71167], [4.84863, -2.18652, -3.24511], [2.97276, -2.56295, -1.70463], [2.43066, -1.57842, -3.05664], [-0.31620, -2.70089, -0.71587], [-0.17028, -3.41247, 0.89424], [1.34122, -4.31959, -1.59299], [-0.02586, -5.14834, -0.84785], [2.16516, -6.14802, -0.11318], [1.26789, -5.47429, 1.24083], [3.58023, -4.12142, -0.23706], [3.62667, -4.75905, 1.40163], [3.31624, -2.29359, 1.38431], [1.96942, -3.13070, 2.16594], [-0.51180, -1.12667, 3.24898], [-1.79575, -0.32702, 3.06944], [-2.77615, -0.78263, 1.45171], [-3.30530, -2.62466, 1.79305], [-4.10885, -2.77771, 3.07717], [-4.42893, 0.24756, 1.63779], [-4.72083, 0.75729, 3.04422], [0.04870, -0.74579, 4.10350], [0.13479, -1.06711, 2.37431], [-0.72653, -2.17898, 3.44323], [-1.59155, 0.74338, 3.03020], [-2.47148, -0.49592, 3.90306], [-2.39172, -3.21851, 1.81591], [-3.87732, -2.94134, 0.92598], [-3.56420, -2.44741, 3.96142], [-4.34367, -3.83359, 3.21645], [-5.05401, -2.23837, 3.02953], [-5.22342, -0.39954, 1.26823], [-4.36171, 1.07904, 0.94119], [-4.84393, -0.04900, 3.76391], [-5.64997, 1.32684, 3.02548], [-3.93597, 1.42076, 3.40719], [-5.84315, -1.84817, -3.55802], [-5.48952, -0.82418, -2.81604], [-6.30868, -0.68758, -1.78343], [-5.48021, 0.29036, -3.53057], [-3.78776, -1.10008, -2.16100], [-2.85456, -1.08211, -3.26118], [-3.78829, -2.26323, -1.32073], [-3.59046, 0.15516, -1.31334], [0.02920, 5.80084, -0.81571], [-1.24332, 4.43441, -1.31960], [-1.95963, 3.51506, 0.26884], [-2.64227, 5.07069, -2.50055], [-0.26678, 3.01409, -2.32879], [-1.50028, 1.61078, -2.87441], [-0.52835, 0.82631, -4.35743], [-0.49000, 6.60884, -0.29836], [0.50406, 6.21733, -1.70485], [0.80103, 5.40374, -0.15465], [-2.91957, 3.93582, 0.57234], [-1.26609, 3.59608, 1.10825], [-2.11856, 2.45242, 0.06154], [-3.25942, 5.82219, -2.00693], [-3.28410, 4.25033, -2.82259], [-2.18958, 5.52675, -3.38273], [0.52443, 2.56009, -1.73728], [0.16170, 3.42136, -3.24439], [-0.45770, 1.60044, -5.11459], [-1.11866, -0.00823, -4.72344], [0.45508, 0.49989, -4.03978]], "homo_energy_ev": [-14.64, -14.69], "homo_lumo_gap_ev": [7.743, 7.833], "mol_weight_g_mol": 930.26, "lumo_ev": [-6.8985, -6.8555], "max_force_ev_per_a": 2.0, "s2": 2.05, "total_charge": 2, "spin_multiplicity": 3}

***

2.
{"formula": "C27H59ClN3O15S5", "method": "the ωB97M-V functional and the def2-TZVPD basis", "elements": ["C", "C", "Cl", "C", "C", "C", "N", "C", "C", "C", "C", "C", "C", "N", "C", "N", "H", "H", "H", "H", "H", "H", "H", "H", "H", "H", "H", "H", "H", "H", "H", "H", "H", "H", "H", "O", "S", "O", "O", "C", "C", "C", "H", "H", "H", "H", "H", "H", "H", "H", "O", "S", "O", "O", "C", "C", "C", "H", "H", "H", "H", "H", "H", "H", "H", "O", "S", "O", "O", "C", "C", "C", "H", "H", "H", "H", "H", "H", "H", "H", "O", "S", "O", "O", "C", "C", "C", "H", "H", "H", "H", "H", "H", "H", "H", "O", "S", "O", "O", "C", "C", "C", "H", "H", "H", "H", "H", "H", "H", "H"], "coordinates": [[9.00404, 2.89107, 3.15192], [7.73240, 2.66553, 2.33239], [8.09739, 2.84966, 0.58800], [6.66837, 3.66216, 2.79616], [5.46423, 3.78863, 1.84964], [4.42867, 4.67111, 2.58033], [3.11745, 4.75897, 1.91137], [3.04839, 3.85875, 0.75087], [3.44888, 2.44758, 1.14181], [2.53069, 1.79510, 2.17751], [2.84523, 0.53881, 2.64186], [2.05455, -0.03102, 3.60088], [0.96269, 0.66921, 4.02772], [0.59599, 1.86081, 3.58303], [1.40632, 2.39198, 2.67902], [4.84344, 2.42524, 1.75279], [9.82745, 2.30093, 2.75753], [9.28915, 3.94277, 3.16264], [8.80887, 2.59549, 4.18524], [7.44672, 1.62993, 2.52330], [7.11123, 4.65597, 2.87596], [6.32841, 3.36935, 3.79334], [5.75162, 4.17090, 0.87714], [4.28369, 4.26812, 3.59017], [4.91469, 5.63938, 2.70962], [3.02405, 5.71928, 1.60374], [3.63517, 4.26209, -0.08218], [2.00764, 3.85192, 0.42852], [3.42379, 1.85855, 0.22600], [3.72578, 0.03114, 2.25889], [2.31996, -1.00452, 3.98406], [0.33670, 0.21227, 4.78936], [1.14186, 3.36718, 2.29522], [5.41532, 1.78752, 1.19455], [4.82861, 2.06769, 2.71004], [0.99506, 1.45134, -0.48325], [0.15879, 0.80134, -1.45865], [0.60616, -0.38398, -2.11392], [-0.28200, 1.87183, -2.54260], [0.74262, 2.61006, -3.24406], [1.47479, 1.77201, -4.27324], [-1.42848, 0.51362, -0.76325], [1.43668, 3.05169, -2.52433], [0.22697, 3.43045, -3.73933], [2.04633, 0.97320, -3.80146], [2.16720, 2.38653, -4.84500], [0.77035, 1.30443, -4.95737], [-1.78122, 1.42295, -0.28274], [-1.31753, -0.28342, -0.03006], [-2.10544, 0.19939, -1.55313], [-3.55716, -5.95422, 0.81513], [-4.25866, -4.74255, 1.10929], [-4.35580, -3.70098, 0.13366], [-3.66476, -4.12999, 2.45946], [-2.25164, -3.88004, 2.51739], [-1.84445, -2.67494, 1.69075], [-5.86431, -5.11878, 1.71310], [-1.70230, -4.77309, 2.21344], [-2.02341, -3.70038, 3.56666], [-2.01335, -2.85065, 0.62882], [-0.78416, -2.45522, 1.83119], [-2.43293, -1.80065, 1.97414], [-5.78904, -5.88852, 2.47625], [-6.44852, -5.48199, 0.86983], [-6.31409, -4.21352, 2.11220], [-8.44434, -7.80386, 1.65073], [-8.65256, -9.17367, 1.28808], [-8.42711, -10.21985, 2.23354], [-7.82885, -9.47724, -0.03910], [-6.41020, -9.21266, -0.03670], [-5.62752, -10.23019, 0.76940], [-10.26165, -9.36349, 0.60345], [-6.22298, -8.19738, 0.31782], [-6.10017, -9.25386, -1.07898], [-5.87712, -10.17540, 1.82806], [-4.55730, -10.05035, 0.66547], [-5.85513, -11.24186, 0.43339], [-10.42947, -8.58601, -0.13663], [-10.97057, -9.26600, 1.42301], [-10.33893, -10.35253, 0.15985], [2.37843, 1.21518, -7.10098], [2.11199, 0.03910, -7.87589], [2.31151, -1.25956, -7.31624], [2.89878, 0.14655, -9.25290], [4.32592, 0.35020, -9.21090], [5.08112, -0.89699, -8.79452], [0.48596, 0.12817, -8.54119], [4.55997, 1.19372, -8.55889], [4.61396, 0.63236, -10.22161], [4.85403, -1.17420, -7.76607], [6.15591, -0.72990, -8.86931], [4.80578, -1.74068, -9.42710], [0.33692, 1.10558, -8.99177], [-0.20634, -0.01790, -7.71430], [0.36329, -0.66545, -9.27332], [-4.56572, 6.12918, 3.76084], [-3.67767, 6.09615, 2.64290], [-3.58063, 4.93164, 1.81775], [-2.21777, 6.50100, 3.14061], [-1.63990, 5.74162, 4.22178], [-1.20377, 4.35459, 3.79283], [-3.96496, 7.49696, 1.61791], [-2.33984, 5.69404, 5.05777], [-0.77575, 6.31343, 4.55650], [-2.05805, 3.74393, 3.50530], [-0.68874, 3.84545, 4.60365], [-0.54288, 4.41429, 2.92978], [-4.00931, 8.38871, 2.23682], [-4.91737, 7.33553, 1.11736], [-3.16605, 7.56620, 0.88440]], "homo_energy_ev": -11.83, "homo_lumo_gap_ev": 9.230, "mol_weight_g_mol": 861.56, "lumo_ev": -2.6034, "max_force_ev_per_a": 1.9, "total_charge": 1}